Entry 1:
ORCA calculation (ωB97M-V/def2-TZVPD) on 5 unconnected molecules or ions with the total composition C31H67N4O2S at a distorted geometry.

DFT total energy, Eh: -1988.677643
Total charge: +1
E_HOMO, Eh: -0.3470
Orbital gap, eV: 4.7
LUMO level, eV: -4.713

Geometry (Å):
1 O 6.01 -4.21 1.02
2 C 5.31 -3.40 0.55
3 O 5.92 -2.40 -0.34
4 S 7.35 -1.90 0.13
5 C 3.90 -3.20 0.77
6 C 3.10 -4.32 1.00
7 C 1.75 -4.16 1.25
8 C 1.21 -2.88 1.30
9 C 2.00 -1.77 1.07
10 C 3.34 -1.92 0.79
11 H 7.32 -2.03 1.47
12 H 8.28 -2.81 -0.24
13 H 3.52 -5.31 0.98
14 H 1.12 -5.02 1.41
15 H 0.17 -2.72 1.53
16 H 1.60 -0.77 1.07
17 H 3.97 -1.06 0.61
18 C 5.17 1.49 -0.63
19 C 5.36 2.99 -0.59
20 N 5.59 3.49 0.75
21 C 5.45 4.93 0.87
22 C 6.44 5.81 0.11
23 C 6.71 2.89 1.46
24 C 8.10 2.96 0.81
25 H 4.39 1.18 0.07
26 H 4.86 1.18 -1.63
27 H 6.09 0.95 -0.39
28 H 4.45 3.46 -0.97
29 H 6.17 3.27 -1.29
30 H 5.49 5.19 1.93
31 H 4.44 5.19 0.55
32 H 7.44 5.80 0.56
33 H 6.10 6.85 0.13
34 H 6.53 5.52 -0.94
35 H 6.47 1.83 1.64
36 H 6.76 3.33 2.46
37 H 8.07 2.65 -0.24
38 H 8.78 2.28 1.33
39 H 8.53 3.95 0.87
40 C -5.00 2.04 1.23
41 C -4.46 0.73 0.66
42 N -3.06 0.52 0.98
43 C -2.44 -0.53 0.19
44 C -2.95 -1.97 0.37
45 C -2.72 0.54 2.39
46 C -3.45 -0.43 3.33
47 H -4.37 2.88 0.93
48 H -6.00 2.22 0.85
49 H -5.06 2.02 2.32
50 H -4.55 0.77 -0.43
51 H -5.11 -0.09 1.00
52 H -1.36 -0.51 0.38
53 H -2.55 -0.26 -0.86
54 H -2.63 -2.39 1.32
55 H -2.53 -2.60 -0.42
56 H -4.03 -2.04 0.30
57 H -2.89 1.56 2.76
58 H -1.64 0.39 2.48
59 H -4.53 -0.41 3.17
60 H -3.27 -0.14 4.36
61 H -3.11 -1.45 3.22
62 C -6.44 -4.10 0.04
63 C -5.91 -4.21 -1.38
64 N -4.83 -5.16 -1.51
65 C -4.11 -5.04 -2.77
66 C -4.87 -5.33 -4.07
67 C -5.12 -6.51 -1.07
68 C -6.32 -7.23 -1.70
69 H -5.63 -3.91 0.75
70 H -7.16 -3.28 0.11
71 H -6.97 -5.00 0.36
72 H -5.54 -3.22 -1.66
73 H -6.76 -4.43 -2.05
74 H -3.23 -5.69 -2.72
75 H -3.72 -4.02 -2.83
76 H -5.07 -6.40 -4.20
77 H -4.27 -5.01 -4.92
78 H -5.82 -4.80 -4.12
79 H -5.28 -6.48 0.01
80 H -4.23 -7.12 -1.21
81 H -7.22 -6.61 -1.71
82 H -6.56 -8.13 -1.11
83 H -6.12 -7.56 -2.72
84 C -1.60 5.58 0.95
85 C -0.32 5.33 0.15
86 N 0.09 3.94 0.19
87 C 1.45 3.72 -0.27
88 C 1.77 4.03 -1.74
89 C -0.90 2.97 -0.25
90 C -1.48 3.13 -1.66
91 H -1.50 5.21 1.96
92 H -1.79 6.66 1.00
93 H -2.47 5.12 0.48
94 H 0.48 5.93 0.59
95 H -0.46 5.69 -0.87
96 H 1.73 2.68 -0.06
97 H 2.11 4.33 0.36
98 H 1.35 3.30 -2.42
99 H 2.86 4.02 -1.89
100 H 1.42 5.02 -2.04
101 H -1.73 2.99 0.46
102 H -0.48 1.97 -0.15
103 H -1.79 4.15 -1.86
104 H -2.36 2.49 -1.76
105 H -0.78 2.82 -2.44

Results of the Mulliken charge analysis, in e, for atoms 1 through 6:
1 O -0.420
2 C 0.250
3 O -0.205
4 S 0.144
5 C 0.715
6 C -0.569

Entry 2:
ORCA calculation (ωB97M-V/def2-TZVPD) on a molecular structure, C31H68CdNO13Zn at a distorted geometry.

DFT total energy, Eh: -4201.546575
Total charge: +1
E_HOMO, Eh: -0.2960
Orbital gap, eV: 3.8
LUMO level, eV: -4.226

Geometry (Å):
1 Zn -0.62 -5.58 24.33
2 Cd -0.69 -10.35 30.67
3 C 3.19 -4.38 22.34
4 C 2.84 -5.78 21.81
5 C 4.15 -6.46 21.38
6 C 5.05 -6.86 22.53
7 C 4.26 -7.82 23.41
8 C 2.91 -7.23 23.89
9 N 2.16 -6.65 22.78
10 O 0.90 -6.19 23.15
11 C 3.26 -6.20 24.99
12 C 2.16 -8.40 24.51
13 C 1.98 -5.69 20.56
14 H 2.33 -3.95 22.86
15 H 3.43 -3.64 21.57
16 H 3.98 -4.33 23.08
17 H 4.60 -5.82 20.62
18 H 3.90 -7.36 20.82
19 H 5.42 -5.97 23.05
20 H 5.96 -7.29 22.12
21 H 4.98 -8.02 24.21
22 H 4.11 -8.77 22.89
23 H 4.13 -5.59 24.79
24 H 3.43 -6.73 25.93
25 H 2.40 -5.57 25.22
26 H 1.81 -9.06 23.71
27 H 1.27 -8.09 25.06
28 H 2.78 -8.99 25.20
29 H 1.62 -6.67 20.22
30 H 2.49 -5.17 19.76
31 H 1.05 -5.16 20.78
32 C 0.20 -6.98 28.24
33 C -0.15 -6.73 26.91
34 C -1.03 -7.69 26.17
35 O -1.31 -7.50 24.96
36 C -1.54 -8.81 26.81
37 C -1.23 -9.08 28.12
38 C -0.27 -8.09 28.90
39 O 0.04 -8.45 30.08
40 O -1.49 -10.16 28.75
41 O 0.23 -5.67 26.36
42 H 0.85 -6.32 28.79
43 H -2.31 -9.40 26.31
44 C 2.35 -3.55 28.69
45 C 3.48 -3.86 27.71
46 O 4.65 -3.10 28.02
47 H 2.26 -2.48 28.89
48 H 2.64 -3.97 29.65
49 H 1.39 -3.98 28.40
50 H 3.12 -3.64 26.70
51 H 3.68 -4.93 27.70
52 H 4.44 -2.23 27.68
53 C -3.25 -7.43 31.19
54 C -2.36 -8.21 32.14
55 O -2.38 -9.60 31.69
56 H -4.25 -7.86 31.17
57 H -2.87 -7.37 30.17
58 H -3.35 -6.39 31.51
59 H -2.77 -8.11 33.15
60 H -1.35 -7.81 32.26
61 H -3.09 -10.01 32.18
62 C -5.55 -12.33 28.86
63 C -4.39 -11.36 28.90
64 O -3.80 -11.38 27.59
65 H -5.13 -13.32 28.72
66 H -6.25 -12.09 28.06
67 H -6.08 -12.35 29.82
68 H -3.65 -11.69 29.63
69 H -4.67 -10.31 29.07
70 H -2.92 -11.00 27.68
71 C -0.34 -10.48 34.76
72 C 0.51 -11.08 33.65
73 O 0.42 -10.26 32.46
74 H -1.31 -10.22 34.32
75 H 0.06 -9.54 35.13
76 H -0.49 -11.12 35.63
77 H 0.17 -12.10 33.48
78 H 1.56 -11.13 33.94
79 H 0.97 -9.47 32.55
80 C 3.53 -8.52 28.57
81 C 4.18 -9.92 28.50
82 O 4.06 -10.56 29.77
83 H 2.48 -8.59 28.85
84 H 3.54 -8.12 27.55
85 H 4.03 -7.86 29.27
86 H 5.23 -9.80 28.25
87 H 3.61 -10.47 27.74
88 H 3.18 -10.94 29.80
89 C -2.59 -12.25 24.30
90 C -3.83 -11.40 24.00
91 O -4.86 -11.68 24.94
92 H -2.20 -11.91 25.27
93 H -1.82 -12.05 23.55
94 H -2.85 -13.30 24.36
95 H -4.19 -11.57 22.99
96 H -3.59 -10.33 24.07
97 H -4.52 -11.48 25.82
98 C 0.51 -2.22 26.01
99 C 0.89 -2.96 24.73
100 O -0.30 -3.53 24.16
101 H -0.04 -2.82 26.74
102 H -0.09 -1.35 25.76
103 H 1.41 -1.92 26.55
104 H 1.52 -3.80 25.00
105 H 1.46 -2.32 24.07
106 H -0.82 -2.84 23.74
107 C -1.82 -4.07 29.30
108 C -3.27 -4.39 29.03
109 O -3.40 -5.17 27.85
110 H -1.68 -3.61 30.27
111 H -1.38 -3.39 28.56
112 H -1.21 -4.98 29.27
113 H -3.94 -3.53 28.96
114 H -3.62 -4.99 29.88
115 H -4.24 -5.63 27.84

Results of the Mulliken charge analysis, in e, for atoms 1 through 6:
1 Zn 0.305
2 Cd 1.040
3 C -1.240
4 C 1.884
5 C -1.553
6 C -0.648

Entry 3:
ORCA calculation (ωB97M-V/def2-TZVPD) on 4 unconnected molecules or ions with the total composition C31H68N4O4 at a distorted geometry.

DFT total energy, Eh: -1741.614564
SMILES: CC1(C)CCCC(C)(C)N1O.CC1(C)CCCC(C)(C)N1O.CC1(C)CCCC(C)(C)N1O.COC[C@H](C)N
E_HOMO, Eh: -0.2979
Orbital gap, eV: 8.5
Energy relative to the best compared isomer or geometry (same formula, charge and spin), eV: 2.840
LUMO level, eV: 0.389

Geometry (Å):
1 C -2.69 1.08 0.33
2 C -2.84 1.38 1.89
3 C -1.51 1.04 2.55
4 C -3.03 2.84 1.92
5 C -3.54 3.41 3.22
6 C -4.82 2.68 3.68
7 C -4.63 1.17 3.71
8 C -3.91 0.72 5.00
9 C -6.07 0.68 3.68
10 N -3.99 0.64 2.53
11 O -3.93 -0.77 2.31
12 H -3.59 1.18 -0.27
13 H -2.12 1.81 -0.24
14 H -2.23 0.11 0.17
15 H -1.25 -0.01 2.37
16 H -0.60 1.46 2.12
17 H -1.66 1.22 3.62
18 H -2.09 3.33 1.69
19 H -3.65 3.26 1.12
20 H -2.82 3.16 4.00
21 H -3.68 4.49 3.14
22 H -5.43 3.06 2.87
23 H -5.10 3.14 4.63
24 H -4.35 1.16 5.89
25 H -2.87 1.04 5.09
26 H -3.87 -0.37 5.04
27 H -6.19 -0.32 3.28
28 H -6.80 1.16 3.03
29 H -6.53 0.56 4.66
30 H -4.27 -0.84 1.42
31 C -0.17 -1.25 -7.95
32 C -0.63 -0.06 -7.01
33 C -2.04 -0.27 -6.48
34 C 0.28 -0.04 -5.72
35 C 1.75 0.36 -5.84
36 C 1.76 1.81 -6.38
37 C 0.84 1.93 -7.59
38 C 0.61 3.48 -7.62
39 C 1.75 1.37 -8.72
40 N -0.47 1.26 -7.56
41 O -1.44 1.53 -8.64
42 H -0.53 -2.25 -7.67
43 H -0.70 -1.14 -8.90
44 H 0.86 -1.34 -8.27
45 H -2.34 0.59 -5.87
46 H -2.76 -0.30 -7.30
47 H -2.20 -1.23 -6.00
48 H -0.08 0.59 -4.91
49 H 0.17 -1.05 -5.33
50 H 2.11 0.23 -4.82
51 H 2.32 -0.38 -6.41
52 H 2.73 2.30 -6.49
53 H 1.34 2.39 -5.56
54 H 1.08 4.08 -6.84
55 H -0.41 3.75 -7.37
56 H 0.66 3.76 -8.67
57 H 2.62 1.96 -9.02
58 H 1.15 1.20 -9.61
59 H 2.04 0.33 -8.63
60 H -2.02 2.16 -8.21
61 C 4.83 1.71 0.30
62 C 5.82 1.37 1.48
63 C 5.06 0.91 2.76
64 C 6.72 0.22 0.94
65 C 8.01 0.14 1.74
66 C 8.70 1.56 1.48
67 C 7.91 2.61 2.22
68 C 8.12 2.33 3.72
69 C 8.62 4.01 1.82
70 N 6.56 2.59 1.72
71 O 5.83 3.67 2.13
72 H 4.20 2.59 0.40
73 H 5.30 1.79 -0.68
74 H 4.17 0.85 0.20
75 H 5.70 0.51 3.54
76 H 4.46 1.73 3.17
77 H 4.43 0.04 2.57
78 H 6.17 -0.73 1.00
79 H 6.97 0.49 -0.09
80 H 7.71 -0.01 2.78
81 H 8.62 -0.62 1.25
82 H 8.65 1.84 0.42
83 H 9.70 1.60 1.92
84 H 7.22 1.86 4.12
85 H 8.38 3.23 4.27
86 H 8.96 1.73 4.06
87 H 8.30 4.18 0.79
88 H 9.70 3.99 1.77
89 H 8.18 4.89 2.31
90 H 5.84 4.26 1.38
91 C -7.31 -8.11 2.46
92 O -6.28 -8.73 3.30
93 C -6.56 -8.25 4.66
94 C -6.17 -6.79 5.04
95 C -4.69 -6.53 4.65
96 N -6.26 -6.60 6.45
97 H -6.97 -7.18 2.02
98 H -8.25 -8.03 3.00
99 H -7.63 -8.85 1.72
100 H -7.61 -8.44 4.91
101 H -6.10 -8.98 5.32
102 H -6.74 -6.06 4.47
103 H -4.45 -6.66 3.60
104 H -4.08 -7.20 5.25
105 H -4.44 -5.53 5.00
106 H -7.12 -6.99 6.82
107 H -6.36 -5.65 6.76

Results of the Mulliken charge analysis, in e, for atoms 1 through 6:
1 C -1.962
2 C 1.632
3 C -1.630
4 C -1.296
5 C -0.887
6 C -1.110

Entry 4:
ORCA calculation (ωB97M-V/def2-TZVPD) on a molecular structure, C31H69As3CdGe2NO4Si3 at a distorted geometry.

DFT total energy, Eh: -13475.628768
Spin multiplicity: 2
E_HOMO (spin up / spin down), Eh: -0.1973 / -0.2748
Orbital gap (spin up / spin down), eV: 5.7 / 7.9
Energy relative to the best compared isomer or geometry (same formula, charge and spin), eV: 1.407
LUMO level (spin up / spin down), eV: 0.282 / 0.379

Geometry (Å):
1 Cd -12.38 -17.30 5.45
2 O -15.53 -16.32 8.35
3 C -14.71 -16.43 7.32
4 O -13.51 -16.65 7.57
5 C -15.27 -16.36 5.97
6 C -16.64 -16.40 5.87
7 C -17.16 -16.27 4.53
8 C -16.30 -16.01 3.47
9 C -14.91 -15.94 3.72
10 N -14.41 -16.30 4.92
11 C -14.08 -15.35 2.60
12 O -14.64 -14.99 1.54
13 O -12.83 -15.01 2.83
14 H -14.99 -16.47 9.16
15 H -17.32 -16.50 6.67
16 H -18.25 -16.04 4.38
17 H -16.63 -15.79 2.47
18 C -12.55 -19.51 8.96
19 As -13.30 -19.79 7.13
20 C -15.21 -20.31 7.60
21 C -12.40 -21.51 6.56
22 C -13.12 -22.85 6.17
23 C -12.15 -23.75 5.33
24 C -14.42 -22.77 5.33
25 As -14.60 -21.26 4.03
26 C -16.46 -21.44 3.53
27 C -13.79 -22.25 2.47
28 C -13.50 -23.59 7.48
29 As -12.04 -24.70 8.31
30 C -12.01 -23.97 10.16
31 C -12.89 -26.46 8.87
32 H -11.45 -19.43 8.83
33 H -12.83 -20.32 9.65
34 H -12.94 -18.57 9.33
35 H -15.23 -21.38 7.86
36 H -15.91 -20.17 6.76
37 H -15.47 -19.67 8.43
38 H -11.78 -21.78 7.43
39 H -11.71 -21.14 5.77
40 H -11.89 -23.21 4.38
41 H -12.59 -24.70 4.99
42 H -11.26 -23.86 5.96
43 H -15.37 -22.68 6.00
44 H -14.48 -23.70 4.75
45 H -16.80 -22.44 3.81
46 H -16.49 -21.34 2.44
47 H -17.05 -20.65 4.04
48 H -14.29 -23.20 2.42
49 H -12.77 -22.49 2.73
50 H -13.85 -21.60 1.59
51 H -14.36 -24.25 7.34
52 H -13.77 -22.89 8.23
53 H -11.41 -23.04 10.14
54 H -11.58 -24.74 10.81
55 H -13.03 -23.73 10.51
56 H -13.29 -27.01 8.01
57 H -13.59 -26.22 9.64
58 H -11.99 -26.91 9.35
59 C -9.64 -13.78 3.11
60 Si -10.04 -14.23 1.29
61 C -9.32 -12.91 0.13
62 C -9.52 -16.00 0.85
63 Ge -12.47 -13.96 1.15
64 Si -13.12 -14.51 -1.25
65 C -14.82 -13.74 -1.67
66 C -13.08 -16.43 -1.24
67 C -11.85 -13.97 -2.62
68 Si -13.50 -11.84 1.58
69 C -13.44 -11.86 3.53
70 C -15.32 -11.67 1.04
71 C -12.46 -10.59 0.68
72 H -8.57 -14.01 3.35
73 H -10.27 -14.17 3.88
74 H -9.82 -12.64 3.09
75 H -8.58 -13.34 -0.57
76 H -8.84 -12.05 0.71
77 H -10.16 -12.38 -0.42
78 H -9.49 -16.14 -0.26
79 H -10.28 -16.75 1.23
80 H -8.53 -16.31 1.32
81 H -15.46 -13.94 -0.78
82 H -15.20 -14.35 -2.49
83 H -14.86 -12.65 -1.90
84 H -13.05 -16.95 -0.30
85 H -12.30 -16.80 -1.85
86 H -14.04 -16.75 -1.68
87 H -10.87 -13.58 -2.23
88 H -12.32 -13.18 -3.26
89 H -11.52 -14.88 -3.11
90 H -14.22 -11.22 4.01
91 H -12.49 -11.56 3.98
92 H -13.72 -12.88 3.86
93 H -15.81 -10.94 1.68
94 H -15.83 -12.61 1.27
95 H -15.42 -11.43 -0.02
96 H -11.44 -10.72 0.98
97 H -12.79 -9.55 0.91
98 H -12.52 -10.84 -0.40
99 C -9.88 -16.72 8.12
100 Ge -9.09 -17.19 6.32
101 C -7.51 -15.93 6.22
102 C -8.47 -19.13 6.64
103 C -10.29 -17.10 4.75
104 H -9.09 -16.94 8.87
105 H -10.79 -17.31 8.28
106 H -10.14 -15.69 8.01
107 H -7.40 -15.38 7.21
108 H -7.61 -15.23 5.39
109 H -6.54 -16.47 6.09
110 H -9.31 -19.81 6.82
111 H -7.85 -19.06 7.55
112 H -7.93 -19.52 5.76
113 H -10.07 -17.73 3.93
114 H -10.28 -16.04 4.38

Results of the Mulliken charge analysis, in e, for atoms 1 through 6:
1 Cd 1.556
2 O -0.509
3 C 0.127
4 O -0.754
5 C 0.172
6 C -0.115

What is the formula in the second record?
C31H68CdNO13Zn